[1]
ORCA calculation (ωB97M-V with the def2-TZVPD basis set) on a molecular structure, C50H44ClN10O2PRbS2 at a distorted geometry.

Results
spin multiplicity = 1
highest occupied orbital energy = -0.0934 Eh
energy relative to the best compared isomer or geometry (same formula, charge and spin) = 0.0 kJ/mol
total charge = -1
gap between HOMO and LUMO = 4.126 eV

Structure (XYZ):
```
111
Properties=species:S:1:pos:R:3:forces:R:3
Rb -0.953143 -0.849282 -1.004623 -0.665 0.336 0.434
O 1.556806 -1.812286 -2.483683 0.757 -0.495 0.055
C 0.509333 -1.761042 -3.183420 -0.054 1.002 -0.984
N -0.025373 -0.729665 -3.755021 -1.193 -1.614 -0.364
C 0.577998 0.484603 -3.889590 0.658 1.443 0.094
C 1.757928 0.626682 -4.627652 -0.244 -0.155 0.283
C 2.335042 1.862572 -4.837503 0.154 0.434 -0.212
C 1.712391 3.008713 -4.346543 0.462 -0.115 -0.281
C 0.545918 2.904675 -3.629224 -0.356 -0.274 0.094
C -0.050755 1.656356 -3.358434 1.120 0.227 -1.105
N -1.089084 1.534714 -2.517251 -1.101 -0.407 1.775
C -2.027691 2.446198 -2.325480 0.804 -0.899 -1.003
O -2.433193 3.287979 -3.139590 -0.350 0.848 0.055
C -2.719657 2.370522 -0.984700 -0.281 0.477 0.007
C -3.670887 3.358976 -0.716376 -0.105 0.008 0.033
C -4.323772 3.363763 0.496990 0.039 -0.078 0.004
C -4.013703 2.369004 1.414692 -0.001 0.023 0.155
C -3.043066 1.441242 1.065434 -0.242 0.074 0.386
N -2.402460 1.440328 -0.090901 0.068 0.008 -0.056
C -0.290241 -3.031457 -3.346744 0.333 -0.285 -0.083
C 0.347503 -4.197225 -3.775219 -0.022 -0.066 -0.030
C -0.386043 -5.363328 -3.889991 0.010 0.081 0.018
C -1.738310 -5.334043 -3.571541 -0.033 -0.023 0.029
C -2.276429 -4.129581 -3.142703 -0.151 -0.367 -0.088
N -1.578901 -3.013582 -3.032186 0.007 0.341 0.145
H 2.209968 -0.269912 -5.036176 0.041 -0.060 0.013
H 3.261933 1.946858 -5.394893 -0.007 -0.021 -0.060
H 2.142487 3.984036 -4.543897 0.050 0.034 0.053
H 0.055787 3.784564 -3.239527 -0.026 0.065 0.010
H -3.868269 4.089727 -1.485324 0.051 0.005 -0.092
H -5.062673 4.122930 0.730465 -0.021 -0.016 -0.010
H -4.507685 2.326812 2.378308 0.059 -0.068 0.019
H -2.765119 0.657158 1.764538 -0.001 -0.070 0.058
H 1.400590 -4.163762 -4.012061 0.100 0.012 0.061
H 0.084371 -6.286763 -4.211625 -0.013 0.057 -0.035
H -2.352766 -6.222265 -3.650368 -0.021 0.033 0.027
H -3.324715 -4.048163 -2.874827 -0.094 -0.076 0.014
C -5.475208 -2.722839 2.290768 0.194 0.027 -0.352
C -4.141738 -2.435369 1.627439 -1.455 0.068 -1.566
N -3.989528 -2.179613 0.366327 0.681 0.075 0.972
N -5.011858 -2.283509 -0.489837 -1.326 -0.856 0.652
C -5.017258 -1.755118 -1.743588 0.418 1.011 -0.935
N -6.055602 -2.215131 -2.542116 -0.101 -0.201 0.285
S -3.953992 -0.654362 -2.332761 -0.119 -0.318 0.082
C -2.970336 -2.439852 2.480591 1.530 0.126 1.064
C -3.072597 -2.574684 3.881857 -0.399 0.142 -0.797
C -1.933088 -2.612688 4.653406 0.714 0.002 -0.039
C -0.694136 -2.531083 4.028907 -0.531 -0.015 0.222
C -0.684680 -2.380236 2.647952 0.543 -0.024 0.259
N -1.762122 -2.330642 1.897654 -0.813 -0.065 -0.247
H -6.302734 -2.673424 1.585256 -0.011 -0.004 0.119
H -5.660194 -1.968753 3.055357 -0.052 -0.014 0.050
H -5.476833 -3.704589 2.764309 -0.040 -0.013 0.028
H -5.844185 -2.819799 -0.227539 0.517 0.200 -0.034
H -6.954063 -2.395888 -2.115213 0.058 -0.046 0.071
H -6.118923 -1.677045 -3.392913 0.005 0.003 0.048
H -4.032922 -2.628532 4.366548 -0.149 -0.052 -0.002
H -2.003231 -2.706707 5.729990 -0.022 -0.019 -0.007
H 0.225714 -2.578112 4.589950 0.127 0.050 -0.022
H 0.257669 -2.307552 2.122578 0.054 0.018 0.013
Cl 0.528577 -3.531652 -0.288984 -0.558 -0.798 0.324
C 2.223593 -3.690707 -0.456027 0.824 0.098 -0.100
C 2.781913 -4.918606 -0.770421 -0.178 0.019 0.017
C 4.158539 -5.033115 -0.864873 0.002 0.000 -0.026
C 4.965108 -3.930817 -0.639430 0.114 -0.055 -0.015
C 4.394835 -2.696945 -0.375068 -0.082 -0.070 0.019
C 3.014102 -2.556534 -0.288249 -0.169 -0.054 -0.103
P 2.158137 -0.953269 -0.027401 0.859 0.284 0.789
C 2.449071 -0.833957 1.807178 -0.133 -0.095 -0.109
C 3.318756 -1.624176 2.551083 -0.021 -0.002 -0.056
C 3.434742 -1.450483 3.919232 0.077 -0.103 0.199
C 2.690333 -0.484074 4.569247 -0.010 0.094 0.151
C 1.825011 0.315227 3.839677 -0.025 0.128 0.111
C 1.702720 0.135264 2.474690 -0.070 -0.003 -0.096
C 3.526473 0.163470 -0.524627 -0.086 0.160 -0.170
C 3.843010 0.178272 -1.880377 -0.058 -0.059 -0.045
C 4.818936 1.026376 -2.365432 0.200 0.058 -0.086
C 5.490386 1.882231 -1.507544 0.029 0.061 -0.029
C 5.177662 1.876749 -0.159491 0.140 0.120 0.080
C 4.202811 1.025748 0.332275 -0.025 -0.147 0.053
H 2.139735 -5.765318 -0.959344 -0.081 -0.079 0.024
H 4.599326 -5.981515 -1.133668 0.031 -0.126 0.035
H 6.041577 -4.030621 -0.679996 0.044 0.021 -0.069
H 5.031898 -1.832359 -0.238619 -0.041 0.042 -0.026
H 3.924071 -2.375815 2.067870 -0.005 -0.084 -0.057
H 4.113038 -2.072436 4.486493 0.079 -0.074 0.025
H 2.786464 -0.350521 5.637734 0.002 0.007 0.096
H 1.241957 1.076545 4.340603 -0.089 0.056 0.031
H 1.034341 0.760365 1.895534 -0.106 0.060 0.009
H 3.306041 -0.488131 -2.537711 -0.106 -0.016 -0.174
H 5.058459 1.025216 -3.418704 -0.073 0.007 -0.100
H 6.244317 2.559881 -1.888924 0.019 -0.006 -0.007
H 5.699082 2.541538 0.517541 0.006 0.041 0.045
H 3.983558 1.028557 1.390525 -0.029 0.053 0.033
C 1.633993 5.374361 4.254928 -0.043 -0.019 -0.046
C 0.825310 5.230681 3.007577 -0.182 -0.194 -0.295
C -0.201027 6.055216 2.635859 0.196 -0.010 0.217
C -0.914066 5.752370 1.444769 0.350 -0.424 -0.204
N -0.580488 4.749746 0.669335 -1.121 1.026 -0.027
C 0.456049 3.970994 0.978398 1.380 -1.207 0.098
S 1.060962 2.789830 0.007058 -0.052 -0.119 -0.246
N 1.115636 4.183626 2.198374 -0.488 0.735 0.314
C -2.071643 6.587495 1.002496 0.026 0.059 -0.018
H 1.425845 6.323517 4.738348 -0.010 0.061 0.031
H 2.699008 5.312160 4.034486 0.046 0.013 -0.011
H 1.388046 4.569272 4.948401 0.007 -0.026 0.029
H -0.454089 6.919693 3.227112 -0.022 0.036 0.121
H 1.889801 3.560275 2.387133 -0.056 0.014 -0.063
H -2.041767 7.575436 1.457306 -0.054 0.061 0.024
H -3.010906 6.100746 1.266198 -0.012 -0.067 0.077
H -2.051520 6.669662 -0.080849 -0.009 0.010 -0.060
```
Forces are in eV/Å.

[2]
ORCA calculation (ωB97M-V with the def2-TZVPD basis set) on a molecular structure, C50H45GeN4O2PPdS2 at a distorted geometry.

Results
spin multiplicity = 2
highest occupied orbital energy (spin up / spin down) = -0.5528 / -0.5525 Eh
total charge = +3
gap between HOMO and LUMO (spin up / spin down) = 4.987 / 4.617 eV

Structure (XYZ):
```
106
Properties=species:S:1:pos:R:3:forces:R:3
Pd 0.074088 -0.129350 -0.072140 -1.226 1.508 1.744
C -0.598411 -0.068839 3.862635 -0.114 0.122 -0.033
C -1.050898 1.005179 2.919413 0.116 -0.218 -0.244
N -0.951910 1.055294 1.594436 0.006 -0.367 -0.345
C -1.554692 2.212242 1.090837 0.223 -0.363 -0.287
C -2.083981 3.015367 2.034332 -0.122 0.288 0.201
S -1.848465 2.347904 3.574151 -0.056 0.142 0.244
C -1.597743 2.474936 -0.350112 0.174 -0.502 0.177
C -2.165823 3.545432 -0.946156 -0.160 0.371 -0.004
S -2.022286 3.412562 -2.632495 -0.118 0.208 -0.158
C -1.200752 1.935272 -2.483939 0.134 -0.078 0.221
N -1.047609 1.553624 -1.224471 0.212 0.001 -0.437
C -0.721264 1.247241 -3.725812 -0.001 0.123 0.098
H 0.235496 -0.628615 3.465593 0.127 0.013 0.039
H -1.418366 -0.762091 4.062502 0.016 0.015 -0.037
H -0.304315 0.366516 4.817769 -0.032 0.042 -0.040
H -2.579966 3.965034 1.903660 0.003 -0.076 0.001
H -2.646013 4.397439 -0.486927 0.015 -0.095 -0.058
H -1.434613 1.392649 -4.536178 -0.026 0.006 0.012
H -0.594336 0.179913 -3.589459 -0.051 -0.084 0.030
H 0.230748 1.677346 -4.047122 -0.019 -0.006 0.034
C 4.189130 0.417704 5.118933 0.018 -0.014 -0.033
C 4.923764 -0.342103 4.215239 -0.005 0.012 -0.033
C 4.485441 -0.500282 2.908478 -0.012 -0.007 0.074
C 3.278688 0.090871 2.523701 -0.133 0.496 -0.114
C 2.563832 0.886668 3.416953 0.019 0.060 -0.033
C 3.016745 1.044312 4.716504 0.003 0.024 0.032
P 2.546404 -0.335491 0.924367 0.284 -0.939 0.265
C 3.893110 -0.747529 -0.163948 0.094 0.303 -0.053
C 4.050456 -2.019693 -0.719950 0.018 -0.052 -0.036
C 5.199789 -2.312073 -1.436268 -0.032 0.003 -0.064
C 6.164502 -1.329566 -1.637127 -0.017 -0.007 -0.015
C 5.992357 -0.050182 -1.117093 -0.035 0.024 -0.004
C 4.859077 0.245200 -0.377858 0.100 -0.079 -0.044
C 1.663740 -1.844973 1.349309 0.159 -0.564 0.192
C 2.168470 -3.003221 1.948216 0.004 0.089 0.148
C 1.277445 -3.885104 2.536135 -0.178 0.097 0.017
C -0.090242 -3.595961 2.541231 0.170 -0.025 0.099
C -0.603217 -2.468238 1.909937 -0.230 -0.024 0.107
C 0.303586 -1.642302 1.289929 1.052 0.464 -1.453
H 4.542855 0.537075 6.134637 0.002 -0.006 -0.020
H 5.848426 -0.812103 4.524628 -0.016 0.031 0.002
H 5.076293 -1.081476 2.211935 -0.047 -0.010 -0.008
H 1.667817 1.400822 3.088832 -0.003 -0.027 0.000
H 2.463186 1.661329 5.414232 0.048 -0.011 -0.038
H 3.295536 -2.784417 -0.575442 0.018 0.021 0.008
H 5.343361 -3.304588 -1.845005 -0.023 0.072 -0.007
H 7.055500 -1.563946 -2.206154 -0.024 0.008 0.026
H 6.743731 0.711905 -1.283563 -0.015 -0.049 0.031
H 4.738610 1.232018 0.056959 0.006 -0.018 -0.002
H 3.235906 -3.183874 1.987833 -0.009 0.012 0.057
H 1.643847 -4.769676 3.042095 -0.035 -0.001 -0.076
H -0.779848 -4.259639 3.049523 0.038 -0.019 -0.003
H -1.661303 -2.262640 1.946537 0.071 -0.091 0.045
O -0.362121 -1.727678 -5.104206 0.249 -0.028 0.017
C 0.702253 -1.330293 -5.965347 -0.074 0.048 0.000
N 1.926931 -2.055227 -5.768630 0.043 -0.072 0.214
C 2.814143 -1.866426 -4.747762 0.081 -0.080 -0.035
O 3.784712 -2.565568 -4.568261 -0.070 0.018 0.024
C 2.548372 -0.705387 -3.817938 -0.045 -0.012 -0.084
C 3.197116 0.508438 -3.975275 0.067 0.102 -0.112
C 2.932265 1.533761 -3.078201 0.049 0.055 -0.062
C 2.042943 1.310000 -2.048201 -0.177 -0.077 0.119
N 1.442075 0.125069 -1.872101 0.287 -0.829 -0.021
C 1.709487 -0.864213 -2.731506 -0.030 0.256 0.060
H -0.715120 -2.575398 -5.402022 -0.097 0.030 -0.071
H 0.864924 -0.277252 -5.752967 -0.026 0.067 -0.001
H 0.412892 -1.433889 -7.008449 -0.005 0.002 -0.048
H 2.153864 -2.824813 -6.383263 0.001 -0.017 -0.009
H 3.896348 0.654241 -4.791594 -0.038 0.005 0.033
H 3.408673 2.500071 -3.178355 -0.004 -0.023 0.018
H 1.795682 2.091007 -1.340217 0.014 0.004 0.040
H 1.238008 -1.814069 -2.541010 0.010 -0.054 0.056
C -2.819386 -1.511766 -0.060328 0.480 0.700 0.131
Ge -1.653896 -1.945999 -1.591718 -1.590 -1.398 0.594
C -0.699811 -3.599313 -1.586665 0.991 0.299 0.114
C 0.164214 -3.947505 -2.633134 -0.030 -0.291 0.062
C 0.787060 -5.186871 -2.636389 -0.046 0.087 0.004
C 0.556798 -6.080137 -1.593949 -0.035 0.008 -0.006
C -0.306440 -5.740044 -0.560006 -0.063 -0.060 0.003
C -0.922330 -4.495565 -0.540818 0.028 -0.144 -0.078
C -2.892125 -1.818669 -2.971893 -0.476 0.709 -1.186
C -3.378221 -0.511667 -3.136798 0.003 -0.432 0.031
C -4.172970 -0.140201 -4.222642 -0.035 0.072 0.038
C -4.509959 -1.089681 -5.150286 0.012 -0.100 -0.014
C -4.099541 -2.441616 -5.017416 -0.025 0.170 -0.021
C -4.515106 -3.393861 -5.972176 -0.028 -0.048 -0.077
C -4.198156 -4.714953 -5.821625 0.068 -0.063 -0.077
C -3.456971 -5.128471 -4.701166 -0.039 -0.017 0.050
C -3.036655 -4.221484 -3.758536 0.028 0.050 -0.012
C -3.307553 -2.844658 -3.908784 0.226 0.306 -0.017
H -3.714710 -1.055166 -0.469641 -0.017 -0.073 -0.044
H -2.402830 -0.867219 0.704534 -0.124 -0.032 0.109
H -3.045411 -2.495751 0.356274 -0.063 0.010 -0.072
H 0.315906 -3.279310 -3.470936 -0.036 -0.012 0.019
H 1.445227 -5.459838 -3.452970 -0.027 0.010 0.048
H 1.038421 -7.050416 -1.596326 -0.015 0.044 0.004
H -0.505192 -6.449025 0.234807 0.002 0.022 -0.040
H -1.612533 -4.263128 0.258200 0.068 0.006 0.020
H -3.144618 0.238458 -2.388568 0.055 0.029 -0.017
H -4.521130 0.879946 -4.330149 -0.028 -0.058 0.059
H -5.149062 -0.823502 -5.985169 0.092 -0.025 -0.032
H -5.086954 -3.060271 -6.829950 -0.080 -0.015 0.083
H -4.534164 -5.441414 -6.550412 0.054 0.012 0.027
H -3.225611 -6.178805 -4.570451 -0.073 0.035 0.020
H -2.537520 -4.578755 -2.870069 0.092 -0.021 -0.088
```
Forces are in eV/Å.

Taking the records one at a time from the top gives E values of -115699.5536, -153565.4091 eV.